# 1
45
Properties=species:S:1:pos:R:3:forces:R:3 method="wB97M-V/def2-TZVPD" e_tot_ev=-55752.48298 lumo_ha=0.0291 charge=0 orbital_gap_ev=10.370 smiles=CC(C)[Si](Cl)(O[Si](Cl)(C(C)C)C(C)C)C(C)C
C 2.575651 -1.772629 -0.593382 0.023 0.074 0.232
C 1.403586 -2.680270 -0.941513 -0.721 1.288 -0.760
C 1.261323 -3.853234 -0.025526 -1.108 -0.265 1.079
Si -0.096862 -1.514635 -1.037763 -0.359 0.316 -0.003
Cl -1.718844 -2.504510 -0.096674 0.383 0.070 -0.012
O 0.131977 -0.084109 -0.212446 -0.525 0.418 0.408
Si -0.504869 1.324600 0.485098 0.379 -0.935 -0.379
Cl -1.905791 2.048805 -0.966330 0.643 0.374 1.195
C -1.287740 1.001839 2.220268 0.902 0.233 -1.007
C -2.778969 1.152326 2.195626 -1.060 0.105 0.221
C -0.886233 -0.367316 2.709880 -0.125 -0.631 0.352
C 0.884142 2.600409 0.618992 -0.614 0.043 -0.431
C 2.108563 2.044555 1.288875 0.516 -0.011 -0.199
C 0.380903 3.811857 1.386716 -0.268 1.086 -0.315
C -0.657806 -1.087140 -2.808682 -0.177 -1.350 0.382
C -2.147788 -0.765304 -2.676807 -0.372 0.844 0.100
C 0.201370 -0.025417 -3.465971 0.022 0.486 0.193
H 2.665046 -0.884079 -1.236093 0.190 -0.430 -0.034
H 2.408454 -1.383790 0.409541 0.054 0.070 0.182
H 3.484994 -2.358086 -0.547102 0.477 0.100 -0.246
H 1.468982 -3.053576 -1.973581 0.203 0.124 0.037
H 0.246487 -4.276610 -0.124574 0.401 0.100 0.210
H 1.922475 -4.666233 -0.283952 0.605 -0.109 0.163
H 1.379278 -3.533350 1.041109 0.033 -0.458 -0.773
H -0.795721 1.752408 2.875737 -0.465 -0.194 -0.304
H -3.067980 2.168086 1.932956 -0.178 0.059 0.056
H -3.280635 0.483334 1.488531 0.335 0.041 -0.203
H -3.238531 0.882424 3.152893 0.185 0.256 0.147
H -1.225160 -0.544758 3.729132 -0.039 0.198 0.254
H 0.178938 -0.524081 2.697905 0.560 -0.057 -0.015
H -1.333355 -1.166919 2.130086 -0.055 -0.006 -0.265
H 1.087931 2.869007 -0.436445 0.090 0.028 0.419
H 1.930480 1.859391 2.338673 -0.198 -0.282 0.372
H 2.366279 1.123222 0.795251 0.576 -0.462 0.009
H 2.956250 2.740338 1.271093 -0.092 -0.083 -0.243
H 0.420373 3.664030 2.474451 -0.101 -0.134 -0.267
H -0.665405 3.995683 1.090274 0.286 0.421 0.289
H 0.986820 4.735439 1.185051 -0.536 -0.780 0.037
H -0.554626 -2.025739 -3.390306 -0.039 0.232 0.222
H -2.656471 -1.534412 -2.083633 0.017 0.340 -0.371
H -2.691569 -0.671777 -3.627505 0.366 0.019 0.017
H -2.233698 0.205149 -2.135505 -0.269 -1.074 -0.626
H 1.199244 -0.397948 -3.698090 -0.009 -0.050 -0.162
H 0.337176 0.816235 -2.793180 0.030 0.248 0.147
H -0.258667 0.396784 -4.363078 0.037 -0.261 -0.107

# 2
49
Properties=species:S:1:pos:R:3:forces:R:3 method="wB97M-V/def2-TZVPD" e_tot_ev=-39575.92668 lumo_ha=0.1040 charge=-1 orbital_gap_ev=9.397
Cl 17.622419 15.185394 4.736570 0.129 0.195 -0.016
C 14.211818 16.923247 4.946547 1.057 0.309 -0.359
C 14.662475 18.112492 5.743889 -1.064 0.446 2.046
O 13.903353 19.059783 5.937370 0.566 0.104 -0.505
N 15.821225 17.943753 6.439719 -0.321 -1.378 -0.340
C 16.368437 18.846383 7.378066 1.222 3.292 0.386
H 15.079976 16.322884 4.661863 -0.188 -0.092 -0.260
H 13.713262 17.359866 4.084517 -0.302 -0.517 -0.061
H 13.577145 16.309921 5.581928 -0.301 0.126 -0.152
H 16.237619 17.041348 6.255143 0.643 0.149 0.111
H 15.707092 19.675730 7.648777 -0.723 -0.526 -0.374
H 17.191202 19.448033 6.953370 0.026 -0.347 -0.452
H 16.823982 18.638091 8.351665 -0.507 -1.674 -0.179
C 17.265181 16.758552 0.373216 -0.190 -0.207 0.093
C 18.292829 15.664847 0.223217 0.730 0.108 -0.194
O 18.855469 15.462903 -0.850195 -0.433 -0.296 0.137
N 18.600908 15.008211 1.351021 -0.414 -0.447 1.152
C 19.434083 13.841158 1.468981 0.677 -0.371 -0.213
H 17.159947 17.128662 1.394389 0.480 0.289 -0.058
H 16.258150 16.382608 0.179083 0.142 -0.123 -0.487
H 17.571996 17.491533 -0.369171 -0.429 0.359 0.240
H 18.295989 15.370515 2.243182 -0.526 -0.019 0.068
H 20.446860 14.100546 1.152192 0.032 -0.406 -0.171
H 19.060596 12.959361 0.942489 -0.001 0.366 -0.587
H 19.487363 13.461877 2.489603 -0.156 0.706 0.250
C 19.447538 11.354169 5.605994 0.531 -0.097 -0.755
C 19.582137 11.980031 6.946994 -0.176 -0.224 2.894
O 19.968739 11.354708 7.946117 0.269 0.013 -0.865
N 19.043932 13.208033 7.103459 0.320 -0.675 -1.457
C 18.752240 13.824889 8.390265 -0.159 0.158 -1.589
H 20.227248 10.626731 5.386341 0.033 -0.094 0.474
H 19.522367 12.082455 4.796989 -0.572 0.069 0.028
H 18.493030 10.828635 5.643855 -0.065 0.110 -0.433
H 18.630150 13.525872 6.231408 -0.246 0.968 0.451
H 18.021132 14.587207 8.118157 -0.168 0.021 0.471
H 19.629923 14.339846 8.772669 0.073 -0.249 0.376
H 18.338679 13.069877 9.050736 0.127 0.137 0.341
C 20.080821 17.824966 7.069788 1.356 -1.265 0.897
C 20.800777 18.057798 5.753133 -0.971 2.114 0.856
O 21.706600 18.889370 5.736352 0.264 -0.577 -0.601
N 20.224399 17.495126 4.696816 -0.806 -0.423 -1.033
C 20.498742 17.814601 3.300615 0.781 -0.614 0.618
H 20.917168 17.657487 7.761866 -0.162 -0.181 0.087
H 19.480336 16.914418 7.089719 -0.285 0.197 -0.097
H 19.582859 18.673455 7.530218 -0.277 0.237 -0.714
H 19.388674 16.942495 4.837939 -0.031 -0.271 0.245
H 19.665910 17.516144 2.669297 -0.247 0.214 0.208
H 21.334723 17.183818 2.986393 0.200 0.406 -0.278
H 20.736130 18.872052 3.212728 0.061 -0.022 -0.201

The following highest occupied orbital energy values (in hartree) correspond, in order, to the records above: -0.352; -0.241.
The following relative energy (zero: lowest compared OMol25 entry of this formula, charge and spin) values (in kcal/mol) correspond, in order, to the records above: 2.36; 35.91.